# C3H8N3

A 2-piece molecular cluster, C3H8N3 overall at a distorted geometry (ωB97M-V with the def2-TZVPD basis set, the OMol25 dataset).

As for the multiplicity: 1. The total charge is +1. The calculation puts the HOMO-LUMO gap (alpha / beta) at 9.16 / 9.17 eV.

Each atom is followed by the atoms it is bonded to, with distances in Å.
Cartesian coordinates (Å):
1 C 1.036 0.055 -0.549  C2 1.451, N4 1.418, H7 1.124, H8 1.122
2 C 0.319 -0.348 0.646  C1 1.451, C3 1.413, N4 1.507, N5 1.389
3 C 0.762 -0.911 1.864  C2 1.413, H9 1.103, H10 1.102, H11 1.121
4 N 0.068 -0.970 -0.704  C1 1.418, C2 1.507, N5 1.328
5 N -0.928 -0.552 0.068  C2 1.389, N4 1.328
6 N -2.153 0.824 -1.060  H12 0.961, H13 0.992, H14 1.061
7 H 0.797 1.116 -0.833  C1 1.124
8 H 2.128 -0.187 -0.632  C1 1.122
9 H 0.320 -0.617 2.830  C3 1.103
10 H 1.766 -0.461 1.911  C3 1.102
11 H 0.803 -2.031 1.908  C3 1.121
12 H -2.798 1.003 -0.370  N6 0.961
13 H -2.329 0.028 -1.626  N6 0.992
14 H -1.670 1.712 -1.381  N6 1.061

Okay, here come the natural (NBO) numbers, in e, for every atom: -0.26 0.28 -0.71 -0.10 0.08 -0.88 0.25 0.27 0.30 0.26 0.29 0.40 0.41 0.42

# C3H8N3

An isolated ion of composition C3H8N3 and charge +1 at a distorted geometry (ωB97M-V with the def2-TZVPD basis set, the OMol25 dataset).

As for the multiplicity: 1. As for the structure (SMILES): C[N@@H+]1CN=CN1. The total charge is +1. The calculation puts the HOMO-LUMO gap at 11.44 eV.

Each atom is followed by the atoms it is bonded to, with distances in Å.
Cartesian coordinates (Å):
1 C 0.104 -1.331 -0.017  N2 1.505, H7 1.108, H8 1.006, H9 1.133
2 N 0.045 0.080 -0.535  C1 1.505, C3 1.662, N6 1.383, H10 1.010
3 C 1.006 1.023 0.441  N2 1.662, N4 1.367, H11 1.125, H12 1.026
4 N 0.146 1.920 1.008  C3 1.367, C5 1.263
5 C -1.026 1.746 0.571  N4 1.263, N6 1.430, H13 1.041
6 N -1.161 0.752 -0.449  N2 1.383, C5 1.430, H14 1.028
7 H 0.073 -1.472 1.081  C1 1.108
8 H -0.628 -1.861 -0.463  C1 1.006
9 H 1.147 -1.765 -0.107  C1 1.133
10 H 0.417 0.048 -1.474  N2 1.010
11 H 1.703 1.565 -0.257  C3 1.125
12 H 1.539 0.490 1.137  C3 1.026
13 H -1.839 2.367 0.762  C5 1.041
14 H -1.495 1.265 -1.274  N6 1.028

Okay, here come the natural (NBO) numbers, in e, for every atom: -0.43 -0.22 -0.05 -0.38 0.27 -0.47 0.25 0.23 0.25 0.44 0.23 0.23 0.23 0.42

# C3H8N3

An isolated ion of composition C3H8N3 and charge +1 at a distorted geometry (ωB97M-V with the def2-TZVPD basis set, the OMol25 dataset).

As for the multiplicity: 1. As for the structure (SMILES): NN1C[N+]12CC2. The total charge is +1. The calculation puts the HOMO-LUMO gap at 12.02 eV.

Each atom is followed by the atoms it is bonded to, with distances in Å.
Cartesian coordinates (Å):
1 N 1.717 0.857 -0.118  N2 1.365, H7 1.031, H8 1.022
2 N 1.091 -0.175 0.520  N1 1.365, C3 1.487, N4 1.474
3 C 0.450 -1.326 -0.171  N2 1.487, N4 1.389, H9 1.141, H10 1.200
4 N -0.348 -0.254 0.208  N2 1.474, C3 1.389, C5 1.449, C6 1.376
5 C -1.109 0.735 -0.528  N4 1.449, C6 1.517, H11 1.063, H12 1.155
6 C -1.524 0.140 0.804  N4 1.376, C5 1.517, H13 1.031, H14 1.072
7 H 2.292 0.555 -0.919  N1 1.031
8 H 2.338 1.290 0.570  N1 1.022
9 H 0.602 -1.438 -1.296  C3 1.141
10 H 0.479 -2.301 0.528  C3 1.200
11 H -1.735 0.277 -1.254  C5 1.063
12 H -0.501 1.701 -0.709  C5 1.155
13 H -1.363 0.390 1.792  C6 1.031
14 H -2.388 -0.450 0.572  C6 1.072

Okay, here come the natural (NBO) numbers, in e, for every atom: -0.65 -0.05 -0.06 -0.15 -0.22 -0.20 0.38 0.40 0.24 0.27 0.24 0.29 0.25 0.24

# C3H8N3O

An isolated ion of composition C3H8N3O and charge +1 at a distorted geometry (ωB97M-V with the def2-TZVPD basis set, the OMol25 dataset).

As for the multiplicity: 1. As for the structure (SMILES): O=N[C@@H]1CC[NH2+]N1. The total charge is +1. The calculation puts the HOMO-LUMO gap at 9.08 eV.

Each atom is followed by the atoms it is bonded to, with distances in Å.
Cartesian coordinates (Å):
1 O -3.014 0.302 -0.086  N2 1.207
2 N -1.884 0.105 -0.462  O1 1.207, C3 1.431
3 C -0.989 -0.179 0.618  N2 1.431, C4 1.869, N7 1.440, H8 1.168
4 C 0.238 1.197 0.314  C3 1.869, C5 1.513, H9 1.115, H10 1.096
5 C 1.270 0.509 -0.554  C4 1.513, N6 1.574, H11 1.117, H12 1.052
6 N 0.746 -0.974 -0.609  C5 1.574, N7 1.379, H13 1.056, H14 1.051
7 N -0.079 -1.283 0.451  C3 1.440, N6 1.379, H15 0.983
8 H -1.576 -0.190 1.628  C3 1.168
9 H 0.517 1.586 1.321  C4 1.115
10 H -0.359 2.010 -0.114  C4 1.096
11 H 1.178 0.718 -1.647  C5 1.117
12 H 2.105 0.290 0.048  C5 1.052
13 H 0.035 -0.846 -1.379  N6 1.056
14 H 1.350 -1.816 -0.787  N6 1.051
15 H 0.461 -1.429 1.259  N7 0.983

Okay, here come the natural (NBO) numbers, in e, for every atom: -0.19 0.07 0.02 -0.45 -0.26 -0.37 -0.42 0.27 0.26 0.26 0.26 0.24 0.44 0.47 0.39

# C3H8N3O

An isolated ion of composition C3H8N3O and charge +1 at a distorted geometry (ωB97M-V with the def2-TZVPD basis set, the OMol25 dataset).

As for the multiplicity: 1. As for the structure (SMILES): [NH2+]=C/N=C\[C@H]([NH3+])[O-]. The total charge is +1. The calculation puts the HOMO-LUMO gap at 9.75 eV.

Each atom is followed by the atoms it is bonded to, with distances in Å.
Cartesian coordinates (Å):
1 N 2.636 0.237 -0.044  C2 1.271, H8 1.036, H9 1.076
2 C 1.615 -0.398 -0.456  N1 1.271, N3 1.293, H10 1.073
3 N 0.832 -1.109 0.288  C2 1.293, C4 1.263
4 C -0.239 -0.840 0.901  N3 1.263, C5 1.575, H11 1.091
5 C -0.859 0.544 0.476  C4 1.575, N6 1.828, O7 1.252, H12 1.090
6 N -2.350 0.082 -0.475  C5 1.828, H13 1.027, H14 1.044, H15 0.955
7 O -0.101 1.171 -0.299  C5 1.252
8 H 3.379 0.537 -0.700  N1 1.036
9 H 2.792 0.839 0.834  N1 1.076
10 H 1.807 -0.693 -1.469  C2 1.073
11 H -0.523 -1.565 1.665  C4 1.091
12 H -1.254 0.973 1.396  C5 1.090
13 H -2.138 -0.654 -1.159  N6 1.027
14 H -2.495 0.940 -1.053  N6 1.044
15 H -3.102 -0.064 0.095  N6 0.955

Okay, here come the natural (NBO) numbers, in e, for every atom: -0.70 0.40 -0.37 0.14 0.30 -0.83 -0.69 0.43 0.44 0.23 0.23 0.17 0.42 0.43 0.41

# C3H8N3O

An isolated ion of composition C3H8N3O and charge +1 at a distorted geometry (ωB97M-V with the def2-TZVPD basis set, the OMol25 dataset).

As for the multiplicity: 1. As for the structure (SMILES): C/N=C(\N)OC=[NH2+]. The total charge is +1. The calculation puts the HOMO-LUMO gap at 9.94 eV.

Each atom is followed by the atoms it is bonded to, with distances in Å.
Cartesian coordinates (Å):
1 C 1.558 -0.337 1.560  N2 1.424, H8 1.220, H9 1.110, H10 1.116
2 N 0.736 -0.019 0.442  C1 1.424, C3 1.231
3 C -0.479 -0.218 0.430  N2 1.231, N4 1.299, O5 1.532
4 N -1.359 -0.789 1.196  C3 1.299, H11 1.098, H12 0.970
5 O -1.186 0.182 -0.870  C3 1.532, C6 1.237
6 C -0.493 0.671 -1.771  O5 1.237, N7 1.320, H13 1.039
7 N -1.030 1.024 -2.925  C6 1.320, H14 1.040, H15 0.966
8 H 0.978 -1.244 2.134  C1 1.220
9 H 2.493 -0.597 1.020  C1 1.110
10 H 1.808 0.545 2.197  C1 1.116
11 H -1.158 -0.753 2.276  N4 1.098
12 H -2.262 -0.889 0.856  N4 0.970
13 H 0.489 0.962 -1.600  C6 1.039
14 H -0.320 1.309 -3.629  N7 1.040
15 H -1.983 0.903 -3.023  N7 0.966

Okay, here come the natural (NBO) numbers, in e, for every atom: -0.44 -0.52 0.70 -0.81 -0.45 0.58 -0.69 0.18 0.24 0.24 0.45 0.43 0.22 0.45 0.43

# C3H8N3O

An isolated ion of composition C3H8N3O and charge +1 at a distorted geometry (ωB97M-V with the def2-TZVPD basis set, the OMol25 dataset).

As for the multiplicity: 1. As for the structure (SMILES): [H]/N=C/NOC(C)=[NH2+]. The total charge is +1. The calculation puts the HOMO-LUMO gap at 10.52 eV.

Each atom is followed by the atoms it is bonded to, with distances in Å.
Cartesian coordinates (Å):
1 H 2.242 1.091 -1.444  N2 1.013
2 N 1.530 0.622 -0.898  H1 1.013, C3 1.243
3 C 2.008 -0.254 -0.157  N2 1.243, N4 1.405, H9 1.190
4 N 1.187 -1.018 0.688  C3 1.405, O5 1.401, H10 1.003
5 O -0.105 -1.219 0.183  N4 1.401, C6 1.344
6 C -1.005 -0.227 0.060  O5 1.344, C7 1.469, N8 1.317
7 C -1.063 1.052 0.780  C6 1.469, H11 1.059, H12 0.994, H13 1.061
8 N -2.020 -0.553 -0.714  C6 1.317, H14 1.013, H15 0.978
9 H 3.163 -0.490 0.010  C3 1.190
10 H 1.696 -1.868 0.843  N4 1.003
11 H -2.031 1.479 0.814  C7 1.059
12 H -0.597 1.769 0.272  C7 0.994
13 H -0.464 0.898 1.643  C7 1.061
14 H -1.951 -1.482 -1.111  N8 1.013
15 H -2.589 0.201 -0.967  N8 0.978

Okay, here come the natural (NBO) numbers, in e, for every atom: 0.39 -0.69 0.25 -0.31 -0.31 0.77 -0.73 -0.68 0.20 0.41 0.27 0.29 0.28 0.44 0.44

# C3H8N3O

A 2-piece molecular cluster, C3H8N3O overall at a distorted geometry (ωB97M-V with the def2-TZVPD basis set, the OMol25 dataset).

As for the multiplicity: 1. The total charge is +1. The calculation puts the HOMO-LUMO gap at 11.32 eV.

Each atom is followed by the atoms it is bonded to, with distances in Å.
Cartesian coordinates (Å):
1 C 1.789 0.231 -0.224  N6 1.327, O7 1.227, H8 1.223
2 C -1.592 -0.977 0.415  N4 1.288, N5 1.142
3 C -2.072 1.405 -0.245  N5 1.414, H9 1.038, H10 0.999, H11 1.192
4 N -1.076 -2.138 0.625  C2 1.288, H12 0.994, H13 1.048
5 N -1.935 0.106 0.294  C2 1.142, C3 1.414
6 N 3.109 0.365 -0.242  C1 1.327, H14 1.002, H15 1.046
7 O 1.271 -0.594 0.521  C1 1.227
8 H 1.109 1.009 -0.879  C1 1.223
9 H -2.201 1.302 -1.270  C3 1.038
10 H -2.874 1.807 0.197  C3 0.999
11 H -1.115 2.063 0.024  C3 1.192
12 H -1.473 -3.048 0.662  N4 0.994
13 H -0.063 -1.890 0.726  N4 1.048
14 H 3.649 0.741 -0.998  N6 1.002
15 H 3.474 -0.382 0.394  N6 1.046

Okay, here come the natural (NBO) numbers, in e, for every atom: 0.56 0.77 -0.41 -0.81 -0.26 -0.79 -0.71 0.12 0.24 0.24 0.25 0.47 0.49 0.43 0.42

# C3H8N3O

A 2-piece molecular cluster, C3H8N3O overall at a distorted geometry (ωB97M-V with the def2-TZVPD basis set, the OMol25 dataset).

As for the multiplicity: 1. The total charge is +1. The calculation puts the HOMO-LUMO gap at 11.23 eV.

Each atom is followed by the atoms it is bonded to, with distances in Å.
Cartesian coordinates (Å):
1 C 0.809 -1.443 0.869  N6 1.331, O7 1.244, H8 1.173
2 C -1.263 1.211 -0.240  N4 1.281, N5 1.146
3 C 0.748 2.052 -1.479  N5 1.446, H9 1.182, H10 1.026, H11 0.975
4 N -2.222 0.680 0.425  C2 1.281, H12 1.021, H13 1.079
5 N -0.349 1.819 -0.566  C2 1.146, C3 1.446
6 N 0.871 -2.738 1.169  C1 1.331, H14 1.041, H15 0.998
7 O -0.154 -0.844 0.357  C1 1.244
8 H 1.788 -0.802 0.965  C1 1.173
9 H 1.435 1.126 -1.220  C3 1.182
10 H 0.433 2.135 -2.452  C3 1.026
11 H 1.195 2.841 -1.120  C3 0.975
12 H -3.156 0.732 0.015  N4 1.021
13 H -1.911 -0.181 0.997  N4 1.079
14 H 1.733 -3.313 1.258  N6 1.041
15 H 0.043 -3.275 1.023  N6 0.998

Okay, here come the natural (NBO) numbers, in e, for every atom: 0.56 0.77 -0.39 -0.79 -0.26 -0.78 -0.73 0.14 0.24 0.24 0.22 0.45 0.49 0.43 0.41

# C3H8N3O

An isolated ion of composition C3H8N3O and charge +1 at a distorted geometry (ωB97M-V with the def2-TZVPD basis set, the OMol25 dataset).

As for the multiplicity: 1. As for the structure (SMILES): C[C@@]1(N)NC=[NH+]O1. The total charge is +1. The calculation puts the HOMO-LUMO gap at 11.01 eV.

Each atom is followed by the atoms it is bonded to, with distances in Å.
Cartesian coordinates (Å):
1 C -1.457 0.016 1.028  C2 1.511, H8 1.055, H9 1.105, H10 1.081
2 C -0.504 -0.150 -0.133  C1 1.511, N3 1.318, N4 1.583, O7 1.551
3 N -1.055 -0.547 -1.262  C2 1.318, H11 1.037, H12 1.038
4 N 0.513 1.053 -0.287  C2 1.583, C5 1.373, H13 1.052
5 C 1.819 0.650 -0.161  N4 1.373, N6 1.295, H14 1.157
6 N 1.843 -0.592 0.205  C5 1.295, O7 1.362, H15 1.031
7 O 0.609 -1.168 0.229  C2 1.551, N6 1.362
8 H -1.846 -0.954 1.173  C1 1.055
9 H -2.294 0.723 0.893  C1 1.105
10 H -0.940 0.166 1.966  C1 1.081
11 H -0.446 -1.005 -1.965  N3 1.037
12 H -2.050 -0.443 -1.538  N3 1.038
13 H 0.536 2.102 -0.207  N4 1.052
14 H 2.670 1.421 -0.306  C5 1.157
15 H 2.602 -1.272 0.364  N6 1.031

Okay, here come the natural (NBO) numbers, in e, for every atom: -0.67 0.59 -0.83 -0.62 0.30 -0.22 -0.34 0.25 0.26 0.25 0.42 0.44 0.45 0.28 0.46

# C3H8N3O2

A 2-piece molecular cluster, C3H8N3O2 overall at a distorted geometry (ωB97M-V with the def2-TZVPD basis set, the OMol25 dataset).

As for the multiplicity: 1. The total charge is +1. The calculation puts the HOMO-LUMO gap (alpha / beta) at 8.86 / 7.10 eV.

Each atom is followed by the atoms it is bonded to, with distances in Å.
Cartesian coordinates (Å):
1 C 0.702 -1.395 0.356  N4 1.318, N6 1.339, H9 1.097
2 C -1.116 1.800 -0.261  C3 1.452, H10 1.089, H11 1.098, H12 1.122
3 C -0.585 0.604 0.368  C2 1.452, N6 1.300, H13 1.147
4 N 1.432 -2.211 -0.378  C1 1.318, H14 1.047, H15 1.048
5 N 1.757 0.840 1.910  O7 1.203, O8 1.208
6 N 0.105 -0.337 -0.205  C1 1.339, C3 1.300, H16 0.962
7 O 1.965 1.948 2.333  N5 1.203
8 O 2.165 -0.273 1.683  N5 1.208
9 H 0.248 -1.835 1.253  C1 1.097
10 H -2.174 2.017 -0.119  C2 1.089
11 H -0.387 2.596 -0.059  C2 1.098
12 H -0.871 1.696 -1.351  C2 1.122
13 H -0.931 0.400 1.443  C3 1.147
14 H 2.193 -2.707 0.141  N4 1.047
15 H 1.896 -1.972 -1.286  N4 1.048
16 H 0.490 -0.162 -1.069  N6 0.962

Okay, here come the natural (NBO) numbers, in e, for every atom: 0.34 -0.69 0.11 -0.75 0.49 -0.48 -0.21 -0.30 0.24 0.28 0.27 0.23 0.22 0.43 0.42 0.41

# C3H8N3O2

A 2-piece molecular cluster, C3H8N3O2 overall at a distorted geometry (ωB97M-V with the def2-TZVPD basis set, the OMol25 dataset).

As for the multiplicity: 1. The total charge is +1. The calculation puts the HOMO-LUMO gap (alpha / beta) at 10.57 / 5.70 eV.

Each atom is followed by the atoms it is bonded to, with distances in Å.
Cartesian coordinates (Å):
1 C -0.004 0.825 -0.184  C3 1.416, N4 1.365, N5 1.345
2 C 0.127 -1.736 -0.017  C3 1.468, H9 1.106, H10 1.144, H11 0.993
3 C 0.339 -0.451 -0.694  C1 1.416, C2 1.468, H12 1.101
4 N -0.666 0.982 0.999  C1 1.365, H13 1.002, H14 0.987
5 N 0.166 1.987 -0.839  C1 1.345, H15 0.968, H16 1.024
6 N 4.018 -0.186 0.560  O7 1.159, O8 1.170
7 O 4.765 0.646 0.864  N6 1.159
8 O 3.023 -0.622 0.126  N6 1.170
9 H 1.036 -2.089 0.502  C2 1.106
10 H -0.689 -1.585 0.771  C2 1.144
11 H -0.008 -2.452 -0.691  C2 0.993
12 H 0.921 -0.341 -1.622  C3 1.101
13 H -0.974 0.136 1.438  N4 1.002
14 H -0.792 1.868 1.416  N4 0.987
15 H 0.469 1.853 -1.750  N5 0.968
16 H -0.627 2.603 -0.640  N5 1.024

Okay, here come the natural (NBO) numbers, in e, for every atom: 0.44 -0.67 -0.02 -0.72 -0.71 0.56 -0.20 -0.32 0.29 0.21 0.26 0.22 0.42 0.42 0.41 0.42

Energy above the lowest of the compared OMol25 structures with the same formula, charge and spin, record by record: 638.4; 331.6; 592.4; 587.2; 246.2; 169.5; 297.0; 172.6; 172.9; 276.1; 583.3; 524.6 kJ/mol
Electronic energy, record by record: -282.9206; -283.0375; -282.9381; -358.1728; -358.3027; -358.3319; -358.2833; -358.3307; -358.3306; -358.2913; -433.4016; -433.4239 a.u.